Entry 1:
{"formula": "C16H17N", "method": "ωB97M-V/def2-TZVPD", "species": ["C", "C", "C", "C", "C", "C", "C", "C", "C", "N", "H", "H", "H", "H", "H", "H", "H", "H", "H", "C", "C", "C", "C", "C", "C", "C", "H", "H", "H", "H", "H", "H", "H", "H"], "xyz": [[-1.9992, -1.8591, -2.8728], [-1.0048, -3.7247, 0.1663], [-0.9793, -2.4930, -0.5959], [-1.6653, -2.8247, -1.8728], [-2.1982, -4.0999, -1.8105], [0.1562, -2.6548, 1.9107], [-0.3687, -3.7895, 1.3494], [0.2831, -1.4677, 1.1320], [-0.2821, -1.3862, -0.1744], [-1.8568, -4.6937, -0.4714], [0.4813, -2.6403, 2.9296], [-0.4000, -4.6545, 2.0513], [0.8104, -0.6258, 1.5358], [0.0141, -0.5578, -0.7582], [-2.2044, -5.3885, 0.0758], [-2.4146, -4.9086, -2.5376], [-2.2348, -0.8712, -2.4917], [-2.9291, -2.3249, -3.3828], [-1.1133, -1.6647, -3.5065], [-0.8887, 4.0347, 0.6954], [2.5998, 2.3927, -0.2883], [3.4035, 3.0837, 0.6110], [1.1537, 2.6979, -0.3105], [0.6270, 3.5927, 0.5663], [2.8709, 4.1268, 1.3913], [1.4942, 4.3897, 1.3595], [2.9137, 1.6479, -0.9135], [4.4481, 2.8295, 0.6853], [0.5254, 2.0557, -0.9956], [3.4195, 4.6542, 2.2311], [-1.6007, 3.2292, 0.4131], [-1.0534, 4.8682, 0.1379], [1.0456, 4.9252, 1.9752], [-1.0532, 4.1015, 1.7654]], "mulliken_charge": [-1.141, -0.376, 0.967, 0.914, -0.556, -0.571, -0.496, -0.523, -0.550, -0.075, 0.427, 0.315, 0.484, 0.564, 0.185, 0.365, 0.395, 0.330, 0.334, -1.390, -0.539, -0.443, -0.333, 0.726, -0.399, -0.757, 0.502, 0.388, 0.329, 0.270, 0.323, 0.361, 0.589, 0.380], "total_charge": 1, "multiplicity": 2, "s_squared": 0.77, "relative_energy_kcal_mol": 74.5}

Entry 2:
{"formula": "C16H17N3O3P", "method": "ωB97M-V/def2-TZVPD", "species": ["C", "C", "C", "N", "C", "N", "C", "C", "C", "C", "C", "C", "H", "H", "H", "H", "H", "H", "C", "C", "O", "P", "C", "C", "N", "O", "O", "C", "C", "H", "H", "H", "H", "H", "H", "H", "H", "H", "H", "H"], "xyz": [[0.8478, -0.8327, 0.9495], [1.9302, -0.0638, 1.4694], [3.2448, -0.4981, 1.4934], [4.3918, -0.8314, 1.5333], [1.7473, 1.2792, 1.9433], [1.6603, 2.4200, 2.2700], [-0.5234, -0.5813, 1.5437], [-1.0788, 0.6789, 1.3635], [-2.4697, 0.8672, 1.5894], [-3.2237, -0.1502, 2.2034], [-2.6013, -1.3321, 2.5958], [-1.2404, -1.5266, 2.3365], [1.0996, -1.8696, 0.6342], [-0.4899, 1.4191, 0.8424], [-2.8880, 1.8288, 1.3289], [-4.2854, 0.0470, 2.3955], [-3.2208, -2.1019, 3.1296], [-0.7981, -2.5063, 2.5783], [3.0641, -1.6252, -5.4496], [2.4016, -1.8951, -4.0935], [2.4326, -0.7168, -3.2194], [2.3737, -0.9744, -1.5689], [0.8245, -0.5229, -0.7474], [-0.3378, -1.2553, -1.2371], [-1.3452, -1.8688, -1.3257], [2.8835, -2.3409, -1.2096], [3.1947, 0.2884, -1.0021], [4.5482, 0.5685, -1.4503], [5.2021, 1.5993, -0.5337], [2.9324, -2.5585, -6.0248], [2.5832, -0.8062, -6.0104], [4.1306, -1.3917, -5.3271], [1.3506, -2.1775, -4.2585], [2.9363, -2.7243, -3.5849], [0.7530, 0.5811, -0.7590], [5.1386, -0.3717, -1.4624], [4.4734, 0.9881, -2.4873], [6.1560, 1.8792, -0.9658], [4.5501, 2.4912, -0.4172], [5.3583, 1.1467, 0.4676]], "mulliken_charge": [-0.215, 0.390, 0.090, -0.883, -0.105, -0.828, 0.621, -0.368, -0.772, -0.307, -0.515, -0.311, 0.831, 0.302, 0.362, 0.323, 0.297, 0.352, -1.164, -0.259, -0.353, 0.745, 0.133, 0.076, -0.659, -0.805, -0.157, -0.282, -1.257, 0.363, 0.286, 0.298, 0.286, 0.350, 0.526, 0.305, 0.293, 0.419, 0.285, 0.308], "total_charge": -1}

Entry 3:
{"formula": "C16H17N5O2S2", "method": "ωB97M-V/def2-TZVPD", "species": ["C", "C", "C", "O", "N", "C", "C", "C", "N", "C", "C", "S", "C", "C", "C", "C", "H", "H", "H", "H", "H", "H", "H", "H", "H", "H", "S", "C", "N", "C", "C", "C", "O", "N", "H", "H", "N", "H", "H", "H", "H", "H"], "xyz": [[4.3456, -1.5151, -0.7868], [3.1741, -1.8116, 0.0810], [2.1572, -0.6445, 0.3183], [2.4264, 0.0497, 1.2273], [1.5636, -0.4768, -0.9202], [0.6906, 0.5499, -0.6338], [-0.1912, 0.8593, -1.4781], [-0.6350, 0.0142, -2.8313], [-0.7469, -0.6626, -3.7324], [-1.1192, 2.0620, -1.2758], [-0.8830, 2.4710, 0.0513], [0.5073, 1.5288, 0.6340], [-1.2038, 3.8019, 0.3751], [-2.7448, 4.0993, -0.0175], [-2.5963, 3.9635, -1.7208], [-2.1698, 2.5710, -1.9388], [-3.0034, 2.0412, -1.9518], [-1.9185, 2.5636, -3.0560], [-1.9220, 4.7284, -1.9750], [-3.4929, 4.3539, -1.9319], [-3.4206, 3.2825, 0.1908], [-3.0003, 5.0026, 0.4306], [-0.7164, 4.6173, 0.5025], [-1.3851, 3.6370, 1.8234], [1.1369, -1.2674, -1.6030], [3.5793, -2.1695, 1.0761], [2.4659, -3.3693, -0.5988], [0.7803, -3.3699, 0.6225], [0.9356, -2.3189, 1.4045], [-0.1645, -2.1205, 2.2099], [-1.2518, -3.2269, 2.3018], [-1.0462, -4.4521, 1.4097], [-1.7991, -5.3273, 1.5538], [0.2003, -4.3841, 0.5697], [0.2780, -5.2180, 0.0391], [-2.1361, -3.1092, 3.0993], [-0.3296, -1.0446, 2.6733], [-0.8203, -0.7886, 3.8292], [0.5038, -0.4069, 2.7571], [4.9705, -2.5318, -0.8088], [4.0237, -1.1784, -1.7348], [4.9581, -0.8030, -0.1845]], "mulliken_charge": [-1.335, -0.131, 0.470, -0.584, -0.083, 1.616, -1.233, -0.269, -0.537, 0.398, 0.255, -0.401, -1.018, -0.840, -1.282, -0.300, 0.483, 0.347, 0.397, 0.508, 0.353, 0.462, 0.653, 0.168, 0.506, 0.385, -0.266, 0.060, -0.144, 0.269, -0.604, 0.126, -0.543, 0.143, 0.215, 0.186, -0.245, 0.394, 0.352, 0.351, 0.372, 0.348], "relative_energy_kcal_mol": 295.0}

| no. | energy (eV) |
| --- | --- |
| 1 | -18347.55435 |
| 2 | -36770.90380 |
| 3 | -50071.31004 |